One molecule with the formula C8H5BrN2O2 at a distorted geometry. Source: OMol25; level of theory: the ωB97M-V functional and the def2-TZVPD basis.

Last column: Löwdin charge in e.
Geometry (Å):
1 C -1.2100 0.2238 0.0657  -0.075
2 H 0.9813 -2.0828 1.1360  0.140
3 C 0.7068 -1.0931 0.6929  -0.038
4 N 3.7363 -2.3115 1.7414  0.208
5 O 2.8977 -2.0401 -1.7280  0.119
6 N 3.2860 -0.9416 -1.3715  -0.393
7 C 1.5042 -0.1324 0.0434  -0.224
8 C -0.4879 1.0307 -0.7614  -0.098
9 C -0.6309 -0.8499 0.7662  -0.070
10 H -1.1630 -1.5065 1.3704  0.088
11 Br 4.1128 1.0935 0.4645  0.840
12 H 1.5649 1.7125 -1.2877  0.153
13 C 0.9013 0.9526 -0.6705  -0.028
14 C 3.4796 -1.5029 0.9526  -0.259
15 C 2.9815 -0.4818 0.0136  -0.641
16 H -0.8758 1.7860 -1.4214  0.107
17 O 3.9089 -0.1525 -2.0497  0.036
18 H -2.3434 0.3818 -0.0475  0.137

The HOMO energy comes out at -10.09 eV. As for the spin multiplicity: 1. For the HOMO-LUMO gap, the calculation gives 0.3464 Ha. The calculation puts the total energy at -3141.70376 Ha. Its structure (SMILES) is N#C[C@](Br)(c1ccccc1)[N+](=O)[O-]. Its energy relative to the best compared isomer or geometry (same formula, charge and spin) is 0.950 eV.

=====

One molecule with the formula C8H5Cl at a distorted geometry. Source: OMol25; level of theory: the ωB97M-V functional and the def2-TZVPD basis.

Last column: Löwdin charge in e.
Geometry (Å):
1 C -0.3598 -0.3065 -1.0450  -0.043
2 H -2.0165 0.9899 -0.5931  0.125
3 C 0.8280 -0.9142 -0.6301  -0.176
4 H -0.8927 -0.3436 -2.0602  0.121
5 C -0.5403 0.8552 1.1084  -0.113
6 C 0.6573 0.3210 1.5210  -0.059
7 H 1.0461 0.7070 2.4778  0.124
8 Cl 4.0125 -2.1178 1.1786  0.670
9 C 1.2176 -0.5627 0.6616  -0.082
10 H 2.3789 -1.9835 -1.9448  0.106
11 C 2.7155 -1.5039 0.2822  -0.593
12 H -0.9453 1.5601 1.7157  0.069
13 C -1.0634 0.5418 -0.1286  -0.092
14 C 2.1700 -1.6020 -0.9344  -0.056

The HOMO energy comes out at -8.27 eV. As for the spin multiplicity: 1. For the HOMO-LUMO gap, the calculation gives 0.3203 Ha. The calculation puts the total energy at -767.89668 Ha. Its structure (SMILES) is ClC1=Cc2ccccc21.

=====

C8H5Cl16FNO7S2 as an isolated structure at a distorted geometry. Source: OMol25; level of theory: the ωB97M-V functional and the def2-TZVPD basis.

Last column: Löwdin charge in e.
Geometry (Å):
1 H 2.9935 -0.8869 -3.9370  0.090
2 H 2.2450 -2.1137 -2.9297  0.097
3 O -5.6064 -1.0207 -2.6792  -0.346
4 Cl 1.2177 2.5312 6.0608  0.517
5 H -1.1301 1.7523 -3.8019  0.114
6 Cl -9.4879 2.8364 -2.5401  0.479
7 Cl 4.7671 1.5111 7.6267  0.498
8 N -3.2652 -0.2977 -2.0641  -0.315
9 C 2.0210 2.2579 4.5082  -2.047
10 C 2.8084 -1.1905 -2.9183  0.020
11 O -3.5780 1.3079 -3.9744  -0.354
12 Cl 6.0023 -0.8114 6.4617  0.510
13 Cl -9.0522 0.0508 -3.1647  0.522
14 H 3.7009 -1.3520 -2.3398  0.051
15 O -4.5533 -1.7898 -0.6559  -0.312
16 H -1.1364 1.1431 -2.1569  0.114
17 C -1.2003 0.8597 -3.1972  -0.125
18 Cl 3.0026 -0.9286 1.7221  0.537
19 O 0.0168 -1.0579 -4.0493  0.167
20 O 1.8834 0.0022 -1.0720  0.093
21 C 1.9358 -0.1706 -2.2671  -0.469
22 Cl -6.8071 1.7587 -2.6052  0.588
23 S -2.8196 0.1564 -3.5475  0.508
24 Cl 4.4799 -1.0582 8.8994  0.526
25 F -3.8612 -2.6820 -2.7300  -0.172
26 Cl 2.5027 3.8106 3.8157  0.525
27 C 5.5701 -0.0161 7.9809  -2.055
28 O -2.7593 -0.8671 -4.5470  -0.304
29 Cl -8.6039 1.0099 -0.4836  0.509
30 C 4.3995 -1.8588 1.2104  -2.047
31 Cl 3.8709 -3.2807 0.3041  0.534
32 Cl 5.4359 -0.8586 0.1822  0.527
33 Cl 5.3220 -2.3818 2.6308  0.502
34 C -0.0158 0.0028 -3.5097  -0.439
35 O 1.1752 0.6365 -3.1060  0.058
36 C -8.4740 1.4142 -2.2015  -2.055
37 Cl 0.9162 1.4366 3.4077  0.537
38 Cl 7.0351 0.2826 8.9256  0.518
39 S -4.4052 -1.3962 -2.0176  0.426
40 Cl 3.4540 1.2587 4.7592  0.474

The HOMO energy comes out at -6.27 eV. As for the spin multiplicity: 1. The charge is -1. For the HOMO-LUMO gap, the calculation gives 0.2783 Ha. The calculation puts the total energy at -9148.62332 Ha.

=====

One molecule with the formula C8H5Cl2F3O at a distorted geometry. Source: OMol25; level of theory: the ωB97M-V functional and the def2-TZVPD basis.

Last column: Löwdin charge in e.
Geometry (Å):
1 F -1.9989 -1.5332 -1.6495  0.101
2 C -2.2900 -1.4238 0.5790  -0.535
3 C 0.1166 0.2401 -0.7337  -0.159
4 Cl -2.7297 3.2923 -1.0549  0.619
5 O -2.9810 2.3235 1.2688  0.054
6 Cl -3.5080 -1.9631 1.7106  0.740
7 H 1.2202 1.9565 0.3073  0.103
8 C -2.8876 -1.0317 -0.7324  -0.616
9 H -0.5828 -2.0391 1.7021  0.111
10 C -0.9914 -1.5232 0.8522  -0.073
11 H 0.9995 0.4226 -1.3262  0.115
12 H 1.0002 -0.7900 0.7456  0.076
13 F -3.1447 0.2556 -0.9936  0.124
14 C 0.2608 1.5950 0.0979  -0.059
15 C -0.7881 2.2173 0.4305  0.030
16 F -4.0599 -1.6586 -1.0147  0.099
17 C 0.1170 -0.7502 0.2616  -0.046
18 H -0.6943 0.2802 -1.5578  0.146
19 C -2.1642 2.3818 0.4119  -0.829

The HOMO energy (spin up / spin down) comes out at -9.60 / -8.47 eV. As for the spin multiplicity: 1. For the HOMO-LUMO gap (spin up / spin down), the calculation gives 0.2990 / 0.2360 Ha. The calculation puts the total energy at -1602.88421 Ha. Its energy relative to the best compared isomer or geometry (same formula, charge and spin) is 2.740 eV.

=====

C8H5CrF6N3O6S2 as an isolated structure. Source: OMol25; level of theory: the ωB97M-V functional and the def2-TZVPD basis.

Last column: Löwdin charge in e.
Geometry (Å):
1 C 1.2075 3.1252 -2.6543  -0.014
2 H 4.5386 1.2406 -3.1879  0.108
3 N 0.5422 1.4220 -1.0152  -0.194
4 F -0.0353 -2.9138 -0.5046  0.168
5 O -2.4349 -1.5146 -0.0048  -0.300
6 O -1.8794 -0.2265 2.4313  -0.373
7 C 2.1481 3.6103 -3.5437  -0.071
8 S -2.7856 -1.2528 2.9822  0.674
9 F -0.7465 -2.1277 4.3543  0.148
10 C 1.4898 1.9567 -1.9596  -0.159
11 F 0.1047 -2.1648 1.5328  0.023
12 C 2.6757 1.2702 -2.1410  -0.007
13 O -4.1062 -0.8302 3.2851  -0.212
14 Cr -0.5963 -0.2039 0.8379  0.922
15 H 0.2684 3.6356 -2.4954  0.112
16 F -2.6838 -2.6391 5.1825  0.170
17 N -2.6734 -2.6430 2.2428  -0.274
18 C -1.9859 -1.6980 4.5752  -0.695
19 O -1.2539 1.4444 0.1161  -0.188
20 C 3.3494 2.9383 -3.7383  -0.079
21 O 0.8370 0.2700 -0.4345  -0.180
22 F -0.2022 -4.2876 1.1510  0.200
23 S -2.3594 -2.7755 0.7151  0.605
24 H 1.9388 4.5197 -4.0916  0.108
25 H 2.8554 0.3613 -1.5882  0.114
26 C 3.6075 1.7711 -3.0385  -0.068
27 H 4.0809 3.3261 -4.4348  0.106
28 C -0.5316 -3.1081 0.7028  -0.630
29 O -2.9108 -3.9508 0.1447  -0.220
30 F -1.9451 -0.6069 5.3270  0.162
31 N -0.5136 2.0518 -0.7484  0.042

The HOMO energy (spin up / spin down) comes out at -9.19 / -9.69 eV. As for the spin multiplicity: 5. For the HOMO-LUMO gap (spin up / spin down), the calculation gives 0.3283 / 0.3395 Ha. The calculation puts the total energy at -3363.52712 Ha. Its energy relative to the best compared isomer or geometry (same formula, charge and spin) is 0.675 eV.

=====

A 2-piece molecular cluster, C8H5F4I overall at a distorted geometry. Source: OMol25; level of theory: the ωB97M-V functional and the def2-TZVPD basis.

Last column: Löwdin charge in e.
Geometry (Å):
1 C 1.3626 -0.4814 -0.4597  -0.016
2 H 0.1836 3.1047 0.6497  0.146
3 C 0.4250 2.0916 0.1749  -0.145
4 C -2.4175 -1.6752 -0.4732  -0.786
5 F -3.5044 -1.8723 0.2826  -0.034
6 C -0.0680 0.9862 0.7948  -0.115
7 H 1.9204 2.7807 -1.1040  0.108
8 C 1.2744 1.9549 -0.8640  -0.084
9 C 0.4653 -0.3265 0.5799  -0.241
10 F 0.2044 -2.5959 1.1788  0.163
11 I -2.4049 0.2549 -1.3861  0.888
12 F -0.8650 -1.1338 2.4025  0.137
13 F -2.1587 -2.6742 -1.3506  -0.044
14 H 2.6450 0.4434 -1.7065  0.099
15 C -0.0910 -1.3292 1.3268  -0.285
16 H 1.9148 -1.4336 -0.6382  0.140
17 C 1.8015 0.6786 -1.0953  -0.063
18 H -0.6873 1.2271 1.6876  0.133

The HOMO energy (spin up / spin down) comes out at -7.01 / -7.01 eV. As for the spin multiplicity: 1. For the HOMO-LUMO gap (spin up / spin down), the calculation gives 0.1966 / 0.1966 Ha. The calculation puts the total energy at -1004.83315 Ha.

=====

One molecule with the formula C8H5NO3 at a distorted geometry. Source: OMol25; level of theory: the ωB97M-V functional and the def2-TZVPD basis.

Last column: Löwdin charge in e.
Geometry (Å):
1 O -0.4570 2.5538 -0.3189  0.142
2 C -0.5114 1.5591 -1.3189  -0.351
3 H 0.7900 -3.1622 0.6983  0.099
4 C -0.0545 -2.1694 -1.0004  -0.049
5 C -0.1914 0.2323 -0.7291  -0.060
6 O -0.0153 3.5135 1.6308  0.172
7 H 0.0032 -3.0473 -1.5790  0.083
8 H -0.7405 -0.8513 -2.6015  0.140
9 N 0.1381 1.2057 1.4918  0.181
10 C -0.4765 -0.9013 -1.5116  0.016
11 O -0.6960 1.9366 -2.4442  0.158
12 H 0.8720 -1.3004 2.1564  0.138
13 C -0.0655 2.5446 0.9747  -0.493
14 C 0.3930 -2.2438 0.3395  -0.069
15 H 0.3013 1.1443 2.4558  0.134
16 C 0.2066 0.1077 0.6439  -0.188
17 C 0.5039 -1.1219 1.1124  -0.053

The HOMO energy comes out at -9.18 eV. As for the spin multiplicity: 1. For the HOMO-LUMO gap, the calculation gives 0.3310 Ha. The calculation puts the total energy at -588.35828 Ha. Its structure (SMILES) is O=c1[nH]c2ccccc2c(=O)o1. Its energy relative to the best compared isomer or geometry (same formula, charge and spin) is 0.000 eV.

=====

A 2-piece molecular cluster, C8H5NOS overall at a distorted geometry. Source: OMol25; level of theory: the ωB97M-V functional and the def2-TZVPD basis.

Last column: Löwdin charge in e.
Geometry (Å):
1 C 1.0083 0.7283 0.7846  0.003
2 C 1.0012 -1.5798 -0.7614  -0.044
3 N -3.1926 0.9252 -2.3699  -0.040
4 C -0.2541 0.1127 0.4031  -0.286
5 S -2.7542 1.4599 1.3671  0.933
6 O -2.8971 1.5386 2.8217  -0.517
7 H 0.8258 -2.3675 -1.4468  0.101
8 H 3.0997 0.6026 0.5638  0.098
9 C 2.1964 -1.0522 -0.3145  -0.028
10 H 1.0712 1.6037 1.4793  0.143
11 C -1.4634 0.6630 0.8263  -0.216
12 H -1.0358 -1.4807 -0.9801  0.112
13 C -2.6229 0.8690 -1.4084  -0.267
14 H 3.0933 -1.2405 -0.7987  0.093
15 C -0.2395 -0.9773 -0.4880  -0.008
16 C 2.1637 0.1952 0.3219  -0.077

The HOMO energy comes out at -9.63 eV. As for the spin multiplicity: 1. For the HOMO-LUMO gap, the calculation gives 0.2482 Ha. The calculation puts the total energy at -835.79427 Ha. Its energy relative to the best compared isomer or geometry (same formula, charge and spin) is 5.180 eV.